The following is a DFT calculation (the ωB97M-V functional and the def2-TZVPD basis) of 4 unconnected molecules or ions with the total composition C21H34N5 in a non-equilibrium geometry.

Structure (ORCA input):
```
! RIJCOSX wB97M-V def2-TZVPD def2/J DEFGRID3
* xyz -1 1
N 1.62959 0.82225 -2.77701
C 1.23410 0.01414 -3.94588
C -0.29782 -0.26472 -4.02020
N -0.90094 -0.81310 -2.84721
C -0.53046 -2.18477 -2.65473
C 0.64491 -2.30314 -1.62759
C 0.71464 -1.35994 -0.63408
C 1.75368 -1.39947 0.27491
C 2.70173 -2.39211 0.14928
C 2.62493 -3.35326 -0.81552
C 1.57632 -3.30919 -1.71774
H 2.29566 0.28879 -2.23124
H 2.08451 1.67737 -3.05621
H 1.50182 0.58178 -4.85986
H 1.82893 -0.90860 -3.99024
H -0.79663 0.69547 -4.24723
H -0.44816 -0.93941 -4.90990
H -0.21347 -2.64643 -3.62164
H -1.36340 -2.78623 -2.23631
H -0.02601 -0.57348 -0.56097
H 1.81312 -0.65192 1.05839
H 3.53583 -2.41683 0.85292
H 3.36224 -4.14886 -0.89558
H 1.48198 -4.05675 -2.50231
C -0.33751 -4.51357 3.81356
C 0.78610 -3.89238 4.63528
C 0.45752 -2.47904 5.12543
C 0.33399 -1.53121 4.02102
N 0.22522 -0.79248 3.15022
H -0.51544 -3.95247 2.89486
H -0.07989 -5.53517 3.53277
H -1.26896 -4.54482 4.38364
H 1.70278 -3.87846 4.04262
H 0.97893 -4.52376 5.50637
H 1.24858 -2.13606 5.79554
H -0.46679 -2.48681 5.70669
C 1.84270 3.73092 1.96863
C 0.81172 4.02163 0.88435
C 0.87299 3.06557 -0.30587
C 2.10000 3.16935 -1.08493
N 3.06345 3.22160 -1.70813
H 2.86073 3.86470 1.59694
H 1.70533 4.40916 2.81253
H 1.74282 2.70836 2.33776
H 0.93522 5.05251 0.54082
H -0.18521 3.94661 1.32250
H 0.03269 3.27636 -0.96900
H 0.75556 2.03253 0.02826
C -4.38695 1.26928 -1.05064
C -4.39325 2.79082 -1.16834
C -3.10880 3.43214 -0.63755
C -2.94743 3.24871 0.80467
N -2.81791 3.09657 1.93555
H -4.34627 0.95146 -0.00719
H -5.29520 0.85397 -1.48931
H -3.53149 0.83622 -1.57412
H -5.26013 3.19638 -0.64025
H -4.50534 3.06278 -2.21994
H -3.11980 4.50315 -0.85247
H -2.24517 3.01292 -1.15819
*
```

Summary:
Frontier orbital gap ... 4.14 eV
M ... 356.54 g/mol
Total energy ... -29777.429 eV
HOMO energy ... -1.608 eV

Atom charges from the Mulliken analysis, given in e for atoms 1 to 6: number 1, N, carries -0.2553; number 2, C, carries -0.8508; number 3, C, carries -0.9566; number 4, N, carries -0.2934; number 5, C, carries -1.1175; number 6, C, carries 0.6870